{
  "formula": "C2H3N2O2S",
  "method": "the ωB97M-V functional and the def2-TZVPD basis",
  "total_charge": -1,
  "gap_ev": 5.522,
  "e_tot_ev": -20030.8751,
  "species": ["O", "N", "O", "H", "N", "H", "C", "C", "S", "H"],
  "coordinates": [[1.68869, 0.67113, 0.96289], [0.42895, 0.54954, 0.76933], [-0.29942, -0.33811, -1.76833], [-1.28032, 1.35722, -0.06169], [-0.24734, -0.42573, 1.29641], [0.40077, -1.01509, 1.82576], [-0.20787, 1.39327, -0.02675], [-0.35284, -1.44226, -1.41492], [-0.46477, -2.97335, -1.14883], [0.33414, 2.22339, -0.43388]],
  "forces_ev_per_angstrom": [[0.8, -0.1, 0.1], [-0.2, 0.7, -0.3], [0.0, -1.7, -0.2], [-0.1, -0.2, 0.0], [-0.9, -1.3, 0.3], [0.2, 0.5, -0.3], [-0.1, 1.0, 0.7], [0.0, 2.1, -0.4], [0.0, -1.1, 0.2], [0.3, 0.0, 0.0]]
}

{
  "formula": "BrH10O5Pt",
  "method": "the ωB97M-V functional and the def2-TZVPD basis",
  "total_charge": 1,
  "s2": 2.0261,
  "gap_ev": [8.695, 7.118],
  "e_tot_ev": -83677.6227,
  "spin_multiplicity": 3,
  "species": ["H", "H", "H", "H", "O", "O", "H", "Pt", "H", "O", "H", "H", "H", "O", "H", "Br", "O"],
  "coordinates": [[3.07362, 2.27226, 1.84991], [-0.16863, 0.01330, -4.03579], [-0.79986, -0.96526, 3.72334], [-1.08308, -2.28268, 3.03334], [-1.06965, 2.49585, -0.30921], [0.58871, 0.10118, -3.45704], [-2.23644, -2.48261, -1.59910], [0.51015, -0.28502, -0.08855], [1.34416, -0.04402, -4.02665], [-0.72630, -1.40815, 2.87796], [2.60624, 1.30090, 2.91287], [-1.70275, 2.70954, 0.37617], [-2.85247, -1.75462, -0.42334], [-2.15866, -1.68290, -1.07887], [-1.16446, 3.19939, -0.95131], [3.27903, -2.66085, -0.77623], [2.56040, 1.47365, 1.97250]],
  "forces_ev_per_angstrom": [[0.1, 0.3, -0.1], [-0.3, 0.0, -0.1], [0.0, 0.2, 0.2], [-0.1, -0.3, 0.0], [0.3, -0.5, 0.1], [0.0, 0.0, 0.5], [0.1, -0.2, -0.2], [-0.3, 0.0, -0.1], [0.3, 0.0, -0.1], [0.2, 0.2, -0.5], [0.0, -0.1, 0.3], [-0.2, 0.0, 0.2], [-0.2, 0.1, 0.2], [0.6, 0.4, 0.1], [0.1, 0.1, -0.3], [-0.3, 0.2, 0.1], [-0.3, -0.3, -0.3]]
}

{
  "formula": "C6H12O",
  "method": "the ωB97M-V functional and the def2-TZVPD basis",
  "total_charge": -1,
  "s2": 0.7505,
  "gap_ev": [2.446, 9.483],
  "e_tot_ev": -8459.5359,
  "spin_multiplicity": 2,
  "species": ["H", "C", "H", "C", "O", "C", "H", "H", "H", "H", "C", "H", "H", "C", "H", "H", "C", "H", "H"],
  "coordinates": [[-1.92995, 0.36253, 1.03348], [-0.22092, -0.86350, 0.49504], [1.24205, -0.55573, -1.09603], [-1.12993, 0.32492, 0.26263], [1.58211, 0.04790, -3.27678], [0.74072, -1.16387, -0.31331], [-0.30408, 1.92214, 2.10697], [-0.22248, -1.39047, 2.72390], [-0.33796, 1.84745, -0.75033], [1.32080, -1.99440, -0.39055], [-0.54225, 1.65067, 0.18828], [-1.65145, 0.14908, -0.64924], [1.90644, 0.88340, -3.78847], [-0.03558, 2.36113, 1.18453], [-1.68840, -1.87323, 1.94702], [0.37461, 3.45438, 0.98470], [-0.69160, -1.79065, 1.84836], [-0.29719, -2.73300, 1.42926], [1.88506, -0.63875, -3.93947]],
  "forces_ev_per_angstrom": [[0.4, -0.3, -0.2], [-2.7, -0.3, 3.4], [-1.5, 0.5, 0.2], [-1.4, -0.8, 1.9], [1.0, 0.9, -1.6], [1.5, 1.8, -1.9], [0.3, 0.4, 1.6], [0.4, -0.1, 0.4], [1.0, 1.9, -4.7], [1.3, -3.0, 1.1], [1.2, -0.3, 2.9], [-0.5, -0.2, -0.9], [-0.7, -1.3, 1.0], [-0.4, 2.3, -1.5], [-3.6, 0.0, 0.2], [-0.6, -2.7, 0.8], [4.6, 0.7, -4.7], [0.0, -0.1, 1.3], [-0.4, 0.4, 0.6]]
}